Record 1
C33H43N6PPdSi3 as an isolated structure. Source: OMol25; level of theory: ωB97M-V/def2-TZVPD.

The value obtained for the frontier orbital gap is 5.1 eV. Its HOMO energy is -0.67 eV. The calculation puts the LUMO energy at 4.4469 eV.

```
! RIJCOSX wB97M-V def2-TZVPD def2/J DEFGRID3
* xyz -2 1
Pd -0.59 -0.19 -0.51
C -3.46 0.31 -0.51
Si -2.68 -1.43 -0.34
C -3.14 -2.17 -2.01
C -3.89 -2.23 0.89
C -0.92 -2.21 0.14
Si -0.36 -3.72 -0.85
C 1.22 -4.62 -0.33
C -0.21 -3.40 -2.68
C -1.65 -5.07 -0.49
Si -0.75 -0.31 2.38
C -1.90 -1.45 3.48
C -1.83 1.26 2.59
C 1.91 -0.59 1.25
C 3.34 -0.67 1.67
C 4.27 -1.06 0.77
C 3.93 -1.20 -0.62
C 2.71 -0.67 -0.99
N 1.77 -0.25 -0.15
H -4.55 0.21 -0.41
H -3.23 0.70 -1.50
H -3.11 1.04 0.22
H -4.16 -1.84 -2.25
H -3.13 -3.26 -2.04
H -2.48 -1.79 -2.79
H -4.89 -2.26 0.43
H -3.97 -1.65 1.81
H -3.60 -3.25 1.15
H 2.13 -4.09 -0.65
H 1.20 -5.60 -0.82
H 1.27 -4.78 0.75
H -0.07 -2.33 -2.86
H -1.11 -3.71 -3.22
H 0.65 -3.93 -3.09
H -1.53 -5.41 0.54
H -1.48 -5.92 -1.15
H -2.68 -4.73 -0.62
H -2.89 -1.00 3.60
H -1.45 -1.51 4.47
H -2.03 -2.46 3.10
H -2.86 1.04 2.30
H -1.50 2.13 2.01
H -1.83 1.54 3.65
H 3.60 -0.46 2.70
H 5.31 -1.18 1.07
H 4.66 -1.48 -1.37
H 2.49 -0.49 -2.05
N 1.20 1.75 1.68
P 0.45 2.04 0.14
C -0.14 3.79 0.44
C 0.63 4.75 1.11
C 0.13 6.02 1.35
C -1.15 6.36 0.91
C -1.92 5.43 0.24
C -1.42 4.15 0.01
C 1.82 2.52 -0.99
C 3.15 2.54 -0.59
C 4.14 2.88 -1.51
C 3.81 3.19 -2.82
C 2.48 3.15 -3.22
C 1.49 2.82 -2.31
C 1.02 0.34 2.05
C 0.88 -0.05 3.52
C 1.29 -1.40 3.88
C 1.40 -2.38 2.95
C 1.19 -2.01 1.51
N -0.25 -1.78 1.24
H 0.78 2.35 2.38
H 1.63 4.49 1.43
H 0.73 6.75 1.87
H -1.54 7.36 1.10
H -2.91 5.69 -0.11
H -2.03 3.40 -0.50
H 3.40 2.24 0.42
H 5.18 2.87 -1.20
H 4.59 3.42 -3.54
H 2.21 3.35 -4.25
H 0.45 2.77 -2.62
H 0.98 0.73 4.28
H 1.39 -1.65 4.93
H 1.64 -3.41 3.22
H 1.62 -2.71 0.81
N -1.78 1.42 -6.97
C -1.18 1.23 -5.99
N -0.41 1.08 -4.95
C -0.67 0.55 -3.81
N -0.80 0.07 -2.75
*
```

***

Record 2
C33H44BF4GeO2P2Pt as an isolated structure. Source: OMol25; level of theory: ωB97M-V/def2-TZVPD.

The value obtained for the frontier orbital gap is 7.8 eV. Its HOMO energy is -5.64 eV. The calculation puts the LUMO energy at 2.1976 eV.

```
! RIJCOSX wB97M-V def2-TZVPD def2/J DEFGRID3
* xyz -1 1
Pt -0.21 -0.46 -0.30
C -1.51 -3.41 -0.07
P -1.41 -1.88 0.91
C -1.05 -2.50 2.58
C -3.14 -1.26 0.97
C -3.07 0.25 1.20
P -1.87 0.94 0.01
C -1.23 2.48 0.71
C -2.84 1.44 -1.45
H -2.26 -4.09 0.33
H -0.53 -3.91 -0.05
H -1.74 -3.15 -1.10
H -1.79 -3.24 2.89
H -1.04 -1.67 3.27
H -0.06 -2.96 2.56
H -3.72 -1.77 1.74
H -3.58 -1.49 -0.01
H -2.66 0.44 2.19
H -4.04 0.75 1.12
H -2.05 3.14 0.99
H -0.59 2.97 -0.03
H -0.64 2.23 1.60
H -3.65 2.11 -1.17
H -3.23 0.55 -1.94
H -2.16 1.93 -2.15
F -0.81 0.55 3.37
B -1.45 0.59 4.64
F -2.67 -0.11 4.52
F -1.69 1.92 5.00
F -0.63 -0.05 5.58
C 0.24 2.20 -5.17
C -0.14 0.74 -4.91
C -1.60 0.52 -5.34
C 0.77 -0.17 -5.75
C 0.00 0.41 -3.48
C 0.08 0.12 -2.30
H 0.15 2.44 -6.23
H 1.27 2.38 -4.86
H -0.40 2.88 -4.60
H -1.73 0.75 -6.40
H -2.27 1.17 -4.76
H -1.90 -0.51 -5.16
H 0.67 0.06 -6.81
H 0.51 -1.22 -5.58
H 1.81 -0.03 -5.46
O 1.62 -1.61 -0.19
C 2.45 -0.68 0.06
O 2.11 0.51 0.15
C 3.89 -1.06 0.31
C 4.87 0.05 -0.06
Ge 4.51 1.91 0.52
C 3.37 2.35 2.04
C 3.05 3.69 2.23
C 2.21 4.09 3.26
C 1.69 3.14 4.13
C 2.01 1.80 3.96
C 2.84 1.41 2.93
C 6.32 2.51 1.08
C 6.57 3.01 2.36
C 7.86 3.36 2.76
C 8.92 3.22 1.88
C 8.70 2.72 0.60
C 7.41 2.37 0.22
C 4.04 3.11 -0.96
C 4.86 4.21 -1.24
C 4.52 5.13 -2.23
C 3.35 4.97 -2.96
C 2.53 3.88 -2.69
C 2.86 2.96 -1.71
H 4.10 -1.98 -0.23
H 3.97 -1.30 1.37
H 4.95 0.12 -1.15
H 5.87 -0.19 0.31
H 3.44 4.44 1.54
H 1.96 5.13 3.38
H 1.00 3.43 4.91
H 1.57 1.06 4.61
H 3.05 0.36 2.79
H 5.75 3.13 3.05
H 8.02 3.75 3.75
H 9.92 3.50 2.19
H 9.52 2.60 -0.09
H 7.26 1.98 -0.79
H 5.77 4.37 -0.68
H 5.17 5.97 -2.43
H 3.08 5.68 -3.73
H 1.61 3.74 -3.25
H 2.21 2.12 -1.53
*
```

***

Record 3
C33H44N2P2PdS as an isolated structure. Source: OMol25; level of theory: ωB97M-V/def2-TZVPD.

The value obtained for the frontier orbital gap is 6.4 eV. Its HOMO energy is -13.36 eV. The calculation puts the LUMO energy at -6.9121 eV.

```
! RIJCOSX wB97M-V def2-TZVPD def2/J DEFGRID3
* xyz 2 1
Pd -0.47 1.51 0.76
C -1.40 3.66 -1.50
N -1.81 3.06 -0.22
C -3.20 2.59 -0.38
C -1.81 4.11 0.84
C -0.41 4.44 1.30
N 0.22 3.25 1.94
C 1.69 3.27 1.69
C 0.03 3.33 3.40
H -2.06 4.50 -1.75
H -1.46 2.91 -2.29
H -0.37 4.02 -1.46
H -3.84 3.43 -0.67
H -3.57 2.18 0.56
H -3.25 1.83 -1.15
H -2.41 3.76 1.68
H -2.29 5.01 0.44
H -0.43 5.27 2.01
H 0.21 4.76 0.46
H 2.15 4.12 2.20
H 1.89 3.36 0.63
H 2.13 2.35 2.07
H 0.52 4.23 3.79
H 0.47 2.46 3.89
H -1.03 3.40 3.65
C -1.89 0.44 3.50
S -0.28 0.18 2.71
C -0.26 -1.62 2.72
H -2.67 -0.15 3.03
H -2.14 1.49 3.46
H -1.79 0.13 4.54
H -0.28 -1.91 3.77
H 0.70 -1.93 2.30
H -1.11 -2.04 2.19
C 0.22 -1.74 -0.61
P -0.71 -0.17 -0.79
C -2.42 -0.68 -1.00
C -3.24 -0.57 0.13
C -4.54 -1.04 0.12
C -5.04 -1.63 -1.04
C -4.24 -1.75 -2.16
C -2.93 -1.29 -2.14
C 0.05 0.54 -2.29
C 0.89 1.64 -2.15
C 1.61 2.14 -3.23
C 1.49 1.54 -4.47
C 0.68 0.42 -4.62
C -0.02 -0.09 -3.53
P 2.07 -1.75 -0.95
C 2.67 -1.69 0.78
C 3.28 -2.75 1.45
C 3.79 -2.57 2.73
C 3.71 -1.33 3.35
C 3.13 -0.26 2.68
C 2.63 -0.44 1.40
C 2.20 -3.51 -1.42
C 1.58 -4.55 -0.73
C 1.72 -5.86 -1.17
C 2.48 -6.13 -2.30
C 3.10 -5.11 -2.99
C 2.96 -3.80 -2.56
H -0.21 -2.36 -1.41
H -0.05 -2.24 0.32
H -2.84 -0.08 1.01
H -5.16 -0.94 1.00
H -6.06 -1.99 -1.06
H -4.63 -2.21 -3.06
H -2.33 -1.42 -3.03
H 1.04 2.10 -1.17
H 2.26 2.99 -3.09
H 2.04 1.92 -5.32
H 0.61 -0.08 -5.57
H -0.59 -1.00 -3.67
H 3.36 -3.72 0.98
H 4.26 -3.40 3.24
H 4.11 -1.20 4.35
H 3.09 0.71 3.15
H 2.23 0.41 0.85
H 1.00 -4.35 0.16
H 1.24 -6.66 -0.63
H 2.59 -7.16 -2.64
H 3.69 -5.32 -3.87
H 3.44 -2.99 -3.10
*
```

***

Record 4
A 11-piece molecular cluster, C33H44O33 overall. Source: OMol25; level of theory: ωB97M-V/def2-TZVPD.

Its SMILES is O=C1OCCO1.O=C1OCCO1.O=C1OCCO1.O=C1OCCO1.O=C1OCCO1.O=C1OCCO1.O=C1OCCO1.O=C1OCCO1.O=C1OCCO1.O=C1OCCO1.O=C1OCCO1. The value obtained for the frontier orbital gap is 9.1 eV. Its HOMO energy is -9.78 eV. The calculation puts the LUMO energy at -0.6759 eV.

```
! RIJCOSX wB97M-V def2-TZVPD def2/J DEFGRID3
* xyz 0 1
C -17.21 -7.54 11.07
C -18.62 -7.02 10.87
O -18.82 -6.06 11.81
C -17.93 -6.10 12.75
O -17.74 -5.32 13.69
O -16.98 -7.02 12.43
H -16.63 -7.02 10.30
H -17.10 -8.62 10.96
H -19.38 -7.79 11.01
H -18.79 -6.71 9.84
C -16.88 1.10 8.62
C -17.17 -0.13 7.81
O -16.29 0.09 6.79
C -15.17 0.68 7.24
O -14.08 0.75 6.70
O -15.49 1.28 8.42
H -17.13 0.79 9.64
H -17.48 1.96 8.37
H -18.18 0.11 7.48
H -17.21 -1.09 8.33
C -21.49 -1.20 10.70
C -19.97 -1.02 10.82
O -19.72 -0.14 9.70
C -20.80 0.29 9.10
O -20.79 0.89 8.02
O -21.91 -0.33 9.71
H -21.98 -0.92 11.63
H -21.73 -2.26 10.62
H -19.44 -1.96 10.64
H -19.71 -0.57 11.78
C -22.00 -7.79 4.24
C -21.47 -6.73 5.18
O -20.20 -7.22 5.36
C -20.17 -8.53 5.21
O -19.27 -9.32 5.42
O -21.29 -8.91 4.67
H -21.97 -7.50 3.19
H -23.05 -7.95 4.52
H -22.05 -6.71 6.10
H -21.50 -5.75 4.70
C -13.97 -2.64 5.82
C -14.60 -3.90 6.45
O -14.22 -4.94 5.62
C -13.23 -4.51 4.80
O -12.49 -5.24 4.21
O -13.15 -3.12 4.85
H -13.43 -2.06 6.58
H -14.72 -2.10 5.24
H -15.69 -3.76 6.42
H -14.16 -3.92 7.44
C -16.54 -3.31 10.95
C -15.37 -3.54 11.80
O -14.26 -3.25 10.93
C -14.70 -2.50 9.91
O -14.02 -1.90 9.11
O -16.02 -2.41 9.97
H -17.22 -2.73 11.57
H -17.05 -4.18 10.52
H -15.26 -4.55 12.21
H -15.33 -2.80 12.60
C -16.61 -6.85 5.84
C -17.05 -5.81 4.87
O -16.51 -6.30 3.63
C -16.28 -7.56 3.65
O -15.98 -8.34 2.78
O -16.28 -7.94 4.98
H -17.42 -6.89 6.57
H -15.65 -6.61 6.30
H -16.58 -4.83 4.98
H -18.11 -5.67 4.68
C -23.82 -0.91 6.33
C -23.99 0.52 6.03
O -22.75 0.84 5.31
C -22.14 -0.30 5.09
O -21.07 -0.46 4.56
O -22.85 -1.35 5.51
H -24.78 -1.39 6.15
H -23.60 -1.17 7.36
H -24.17 1.00 6.99
H -24.86 0.64 5.39
C -19.87 -2.48 1.69
C -20.23 -3.54 2.65
O -19.12 -3.76 3.52
C -18.12 -2.91 3.10
O -17.02 -2.77 3.59
O -18.51 -2.19 2.01
H -20.59 -1.67 1.75
H -19.91 -2.99 0.73
H -20.38 -4.48 2.12
H -21.06 -3.35 3.34
C -25.82 -3.48 3.98
C -24.53 -3.76 3.20
O -23.62 -4.19 4.21
C -24.14 -4.06 5.43
O -23.60 -4.56 6.44
O -25.43 -3.68 5.31
H -26.60 -4.19 3.72
H -26.03 -2.42 3.82
H -24.16 -2.87 2.68
H -24.72 -4.61 2.55
C -19.89 -2.76 7.21
C -20.22 -4.08 6.67
O -19.19 -4.92 7.04
C -18.35 -4.33 7.79
O -17.31 -4.84 8.19
O -18.79 -3.08 8.02
H -20.75 -2.37 7.76
H -19.62 -2.01 6.46
H -20.31 -4.07 5.58
H -21.15 -4.51 7.04
*
```

***

Record 5
C33H45B2N6O17Pb2 as an isolated structure. Source: OMol25; level of theory: ωB97M-V/def2-TZVPD.

The value obtained for the frontier orbital gap is 4.2 eV. Its HOMO energy is -11.38 eV. The calculation puts the LUMO energy at -7.1473 eV.

```
! RIJCOSX wB97M-V def2-TZVPD def2/J DEFGRID3
* xyz 1 1
Pb 5.54 3.63 -1.30
Pb 3.43 6.53 0.65
O 5.02 -4.80 0.26
C 5.25 -3.85 -0.41
O 6.14 -2.88 -0.14
B 6.15 -1.92 -1.23
O 5.36 -2.48 -2.31
C 4.78 -3.61 -1.88
O 4.04 -4.26 -2.54
O 7.55 -1.56 -1.58
C 7.75 -0.30 -1.31
O 8.74 0.37 -1.37
C 6.40 0.30 -0.80
O 5.53 -0.63 -0.76
O 6.29 1.46 -0.44
O 2.14 4.41 1.17
C 1.76 3.28 0.89
O 0.65 2.74 1.20
B 0.65 1.28 0.78
O 1.99 1.14 0.10
C 2.63 2.23 0.18
O 3.71 2.46 -0.33
O -0.42 1.03 -0.16
C -1.14 -0.01 0.30
O -2.13 -0.41 -0.22
C -0.53 -0.44 1.65
O 0.56 0.32 1.85
O -0.96 -1.29 2.36
C 5.23 3.95 2.08
O 5.31 4.84 0.98
H 4.98 4.46 3.02
H 4.59 3.08 1.96
H 6.25 3.59 2.29
C -4.73 1.19 4.72
C -5.22 0.30 3.55
C -4.27 -0.87 3.27
C -3.95 -1.66 4.45
N -3.73 -2.27 5.39
H -5.13 0.83 5.66
H -5.07 2.21 4.54
H -3.64 1.13 4.71
H -5.41 0.95 2.69
H -6.16 -0.19 3.84
H -3.34 -0.38 2.93
H -4.52 -1.41 2.36
C -0.93 -5.92 4.27
C 0.06 -5.28 3.27
C -0.49 -3.98 2.66
C -1.77 -4.07 1.99
N -2.79 -4.12 1.44
H -0.84 -7.00 4.24
H -1.98 -5.72 4.05
H -0.85 -5.56 5.29
H 0.27 -6.09 2.57
H 0.96 -4.97 3.79
H 0.16 -3.58 1.87
H -0.42 -3.30 3.51
C -2.23 -5.73 -1.36
C -2.26 -4.62 -2.42
C -2.22 -3.19 -1.85
C -0.86 -2.78 -1.47
N 0.22 -2.47 -1.22
H -3.25 -5.97 -1.06
H -1.51 -5.59 -0.56
H -1.79 -6.63 -1.81
H -3.20 -4.80 -2.93
H -1.43 -4.69 -3.13
H -2.74 -3.12 -0.89
H -2.55 -2.41 -2.53
C -1.53 4.93 2.09
C -2.22 6.31 2.09
C -1.68 7.19 0.93
C -0.26 7.11 0.63
N 0.87 7.06 0.41
H -1.99 4.34 2.88
H -0.45 5.01 2.18
H -1.76 4.42 1.15
H -2.06 6.88 3.00
H -3.29 6.11 2.05
H -1.87 8.21 1.27
H -2.12 6.87 -0.02
C 1.30 0.26 -4.72
C 2.36 -0.71 -4.23
C 2.90 -0.30 -2.82
C 3.63 0.95 -2.95
N 4.28 1.90 -2.98
H 1.72 1.23 -5.00
H 0.56 0.49 -3.94
H 0.79 -0.17 -5.58
H 3.27 -0.68 -4.83
H 1.97 -1.72 -4.13
H 3.63 -0.96 -2.36
H 2.02 -0.26 -2.17
C -4.44 2.43 -3.26
C -3.19 1.70 -3.73
C -3.23 0.18 -3.62
C -4.35 -0.46 -4.31
N -5.24 -0.96 -4.83
H -4.64 2.36 -2.19
H -5.33 2.09 -3.79
H -4.31 3.50 -3.41
H -2.30 2.12 -3.27
H -3.09 1.99 -4.78
H -3.35 -0.05 -2.56
H -2.30 -0.29 -3.95
*
```